Entry from the Open Molecules 2025 dataset: 11 unconnected molecules or ions with the total composition C42H103N5O11 (ωB97M-V with the def2-TZVPD basis set).

```
! RIJCOSX wB97M-V def2-TZVPD def2/J DEFGRID3
* xyz 0 1
O 1.492 40.545 -14.523
O 3.608 46.713 -12.990
O -3.632 37.176 -14.148
O 1.778 38.173 -7.181
O 0.245 45.362 -6.658
O 7.763 44.107 -8.140
O -2.444 43.988 -15.600
O 3.646 37.377 -12.297
O 2.450 37.067 -9.740
O -4.017 39.428 -5.181
O 1.178 39.355 -11.456
N -3.769 40.177 -7.305
N -1.921 39.803 -5.975
N 0.076 39.756 -10.635
N 2.693 40.011 -15.052
N 6.810 43.757 -9.097
C 2.472 38.859 -15.904
C 1.342 45.948 -12.435
C -3.287 39.761 -6.090
C -3.243 34.766 -14.276
C 3.729 41.027 -15.231
C 3.404 38.882 -5.478
C -1.186 39.251 -11.213
C 1.670 37.789 -15.155
C 7.167 42.547 -9.862
C 8.435 42.884 -10.655
C 0.767 42.062 -11.332
C -0.994 42.063 -16.090
C -4.175 35.889 -13.882
C 5.321 45.564 -8.409
C 6.073 42.296 -10.886
C 1.702 46.483 -8.147
C 4.639 42.383 -10.373
C 2.577 45.777 -13.289
C 5.093 43.311 -7.364
C 5.447 44.045 -8.663
C -0.930 41.695 -9.532
C 2.987 38.877 -6.949
C 4.906 39.207 -16.619
C 1.757 39.205 -17.216
C -1.272 37.776 -10.889
C -2.375 39.971 -10.536
C 2.728 34.662 -9.486
C 5.540 37.985 -10.907
C 3.826 38.216 -16.211
C 1.263 45.122 -7.629
C 3.898 41.763 -13.912
C -1.074 43.540 -15.714
C 4.427 43.758 -9.769
C 1.741 35.811 -9.701
C -2.140 41.463 -10.419
C 4.437 38.451 -11.824
C 5.041 40.304 -15.541
C 0.341 41.143 -10.197
C 1.385 41.005 -9.100
C 7.370 41.328 -8.956
C -1.280 39.470 -12.723
C 3.369 42.052 -16.325
H 4.787 42.399 -13.867
H 3.630 34.850 -10.064
H 2.932 44.743 -13.205
H 4.634 45.792 -7.586
H 4.480 44.472 -10.593
H 9.302 42.937 -9.996
H 1.478 36.890 -15.735
H 7.582 41.593 -7.920
H 0.791 46.941 -8.538
H 6.183 38.788 -10.525
H -1.236 40.523 -13.011
H -0.194 44.541 -6.422
H -4.768 40.194 -7.390
H 0.070 41.920 -16.315
H 2.745 39.513 -4.876
H 1.776 41.968 -8.752
H 5.170 37.430 -10.044
H 3.986 41.072 -13.068
H 6.494 40.672 -8.980
H 2.464 39.610 -17.947
H 1.021 40.485 -8.215
H 3.427 37.869 -5.077
H 4.281 42.584 -16.607
H -0.522 37.204 -11.456
H 0.837 46.894 -12.634
H 2.034 37.558 -9.014
H 1.327 35.622 -10.700
H 0.929 35.835 -8.977
H -2.737 44.175 -16.496
H 1.393 38.301 -17.718
H -2.859 37.291 -13.587
H 4.793 46.058 -9.230
H 5.488 39.865 -14.650
H -1.383 40.304 -6.661
H 0.445 43.102 -11.246
H -0.448 38.969 -13.214
H 3.078 37.077 -11.576
H -3.162 40.531 -8.019
H 2.233 40.424 -9.473
H 4.407 39.308 -5.413
H -1.005 37.517 -9.861
H -4.399 35.789 -12.811
H 1.656 38.776 -10.844
H 5.886 38.726 -16.639
H 1.844 42.047 -11.515
H 2.998 34.613 -8.428
H -1.937 41.867 -11.414
H -2.505 39.460 -9.576
H 6.194 41.291 -11.308
H 3.795 39.157 -11.276
H 2.077 44.576 -7.145
H -3.126 34.634 -15.356
H 3.799 38.385 -7.484
H 3.077 41.520 -17.233
H -2.250 39.151 -13.105
H 0.672 38.199 -14.947
H -1.410 39.432 -5.199
H 4.164 37.596 -15.376
H -1.099 41.336 -8.514
H -0.816 42.780 -9.431
H -2.221 34.774 -13.894
H 8.327 43.820 -11.197
H 4.067 43.438 -7.009
H 5.740 43.713 -6.583
H 8.613 42.079 -11.373
H 0.907 39.880 -17.130
H 6.270 37.352 -11.422
H 4.494 41.648 -9.563
H 3.955 41.995 -11.127
H 4.692 39.708 -17.564
H -1.701 41.779 -16.861
H 2.277 33.713 -9.771
H 6.154 42.962 -11.751
H 2.550 42.709 -16.047
H 4.796 39.005 -12.688
H -5.135 35.807 -14.387
H 2.359 45.959 -14.341
H 7.665 43.498 -7.389
H 1.441 45.815 -11.357
H -3.718 33.831 -13.953
H 0.366 41.765 -12.304
H 1.154 38.399 -6.485
H 0.630 45.171 -12.746
H 6.244 46.125 -8.294
H 3.744 37.507 -17.044
H 5.198 42.225 -7.447
H 5.697 41.057 -15.990
H -0.562 44.131 -16.479
H 2.044 47.125 -7.335
H 2.450 46.407 -8.931
H -1.077 41.437 -15.199
H 2.138 37.618 -14.185
H -0.646 43.752 -14.735
H 8.191 40.664 -9.243
H 2.959 39.931 -7.243
H 0.824 44.592 -8.483
H -3.026 41.984 -10.048
H 4.130 46.406 -12.244
H -3.298 39.768 -11.083
H 3.437 43.829 -9.308
H -2.222 37.299 -11.141
H 1.525 40.228 -13.608
H 3.049 42.403 -13.657
*
```

Properties
HOMO energy: -0.2931 Ha
maximum force: 0.0375 Eh/bohr